[1]
Entry from OMol25: an isolated molecule of C2H4N2O2S2 in a non-equilibrium geometry (wB97M-V/def2-TZVPD).

Last column: Löwdin charge in e.
Element x y z (Å)
O 2.8307 0.1330 -0.3350  -0.586
H 0.9624 -2.4567 0.8038  0.089
O -1.5997 -0.7681 0.2881  -0.613
H -0.7893 -1.7940 0.9032  0.112
C -0.9246 1.5706 -0.5971  -0.237
N -1.5166 1.6275 0.5209  0.014
N 0.2893 -1.7667 0.6242  0.056
C 0.5072 -0.7290 -0.2300  -0.842
S -0.9420 -0.3006 -1.0075  0.935
H -1.6436 2.5561 0.8703  0.107
S 1.5846 0.1140 -1.1246  0.882
H -1.6300 0.7111 1.0062  0.084

Its HOMO energy (alpha / beta) is -0.2972 / -0.2972 Ha. For the LUMO energy (alpha / beta), the calculation gives -0.50 / -0.50 eV. The calculation puts the total energy at -30878.0612 eV. Its charge is 0. Its multiplicity is 1. As for the relative energy (zero: lowest compared OMol25 entry of this formula, charge and spin): 549.5 kJ/mol.



[2]
Entry from OMol25: an isolated molecule of C2H4N2O4 in a non-equilibrium geometry (wB97M-V/def2-TZVPD).

Last column: Löwdin charge in e.
Element x y z (Å)
O -2.2920 0.8644 -0.8709  0.048
H 1.3942 -0.8189 1.7905  0.104
N -1.1047 0.2057 -1.0934  0.034
O -1.4652 -1.5652 0.4624  0.158
H 0.4507 0.5278 1.9267  0.098
H 2.2772 -0.2607 -0.9577  0.110
O 1.6069 -0.9197 -0.7201  0.055
N 1.1211 0.0477 1.3350  0.138
O 0.2273 1.0252 -0.6352  0.057
H -2.0610 1.7828 -1.0952  0.127
C -0.8152 -0.7483 -0.1397  -0.334
C 0.6605 -0.1406 -0.0024  -0.595

Its HOMO energy is -0.3588 Ha. For the LUMO energy, the calculation gives 0.09 eV. The calculation puts the total energy at -13304.7363 eV. Its structure (SMILES) is N[C@]1(O)ON(O)C1=O. Its charge is 0. Its multiplicity is 1. As for the relative energy (zero: lowest compared OMol25 entry of this formula, charge and spin): 349.7 kJ/mol.